31
Properties=species:S:1:pos:R:3 method="wB97M-V/def2-TZVPD" e_tot_ha=-559.56546 max_force_ev_per_a=4.267 spin_multiplicity=1 homo_energy_ev=-12.93 homo_lumo_gap_ev=9.913 total_charge=+1 smiles="C[C@]12CCC=C[C@@]1(C)C[NH2+][C@@]21CO1"
C -0.35979 1.29812 -1.53806
C 0.22234 0.39250 -0.47665
C 1.57535 -0.11951 -0.55649
C 1.67222 -1.35911 -1.44273
C 0.79887 -2.43944 -0.99408
C -0.29601 -2.20693 -0.30792
C -0.74188 -0.78692 0.04010
C -2.16792 -0.60973 -0.55822
C -0.59986 -0.70918 1.56183
N -0.79221 0.75191 1.74565
C 0.17965 1.48458 0.90305
C 1.20822 2.26817 1.67322
O 0.02915 2.81666 1.06578
H -1.26434 1.90900 -1.18479
H -0.58700 0.88791 -2.53066
H 0.47297 2.10052 -1.73547
H 1.85563 -0.43140 0.42459
H 2.27355 0.56963 -0.90271
H 2.68578 -1.82859 -1.40598
H 1.48894 -1.14343 -2.47256
H 0.90376 -3.41344 -1.39997
H -0.89433 -3.00854 0.14959
H -2.74833 0.01338 0.03216
H -2.55415 -1.57106 -0.65831
H -2.14179 -0.07614 -1.51971
H -1.45760 -1.30375 2.10175
H 0.40852 -0.82867 1.82731
H -1.66832 1.06750 1.30783
H -0.63758 1.11922 2.78989
H 1.00468 2.41372 2.71727
H 2.13148 2.74301 1.34428

=====

30
Properties=species:S:1:pos:R:3 method="wB97M-V/def2-TZVPD" e_tot_ha=-505.09536 max_force_ev_per_a=3.917 spin_multiplicity=1 homo_energy_ev=-8.16 homo_lumo_gap_ev=9.037 total_charge=0 smiles=CCc1ccc(O)cc1.CCC
C 1.44539 -1.43247 1.58196
C 0.58781 -0.93593 0.36025
C -0.90635 -1.16973 0.53569
C -1.42153 -2.44081 0.36245
C -2.63173 -2.74624 0.96447
C -3.33600 -1.77153 1.63472
O -4.49591 -2.09746 2.27514
C -2.95444 -0.33623 1.69486
C -1.75702 -0.08743 1.00096
H 0.87908 -2.32248 1.91824
H 1.35191 -0.78136 2.49350
H 2.49085 -1.60103 1.13222
H 0.70891 0.16020 0.19048
H 1.05516 -1.33141 -0.52529
H -0.66421 -3.18507 0.12624
H -2.98617 -3.82285 0.80564
H -4.50660 -3.08949 2.22841
H -3.70028 0.31787 2.25467
H -1.56284 0.97093 0.70461
C 2.12958 2.58671 -3.27671
C 1.76424 1.91291 -1.97457
C 2.07184 2.91107 -0.76704
H 1.47675 3.49843 -3.46387
H 3.13575 2.86408 -3.46949
H 2.05392 1.85485 -4.03543
H 0.78271 1.46334 -1.76166
H 2.43493 0.98968 -1.78578
H 1.51941 3.84195 -0.71464
H 1.88577 2.45532 0.24333
H 3.14911 3.32417 -0.73336

=====

46
Properties=species:S:1:pos:R:3 method="wB97M-V/def2-TZVPD" s_squared=2.009 e_tot_ha=-8823.21047 max_force_ev_per_a=3.887 spin_multiplicity=3 homo_energy_ev="-11.42 / -11.47" homo_lumo_gap_ev="6.857 / 5.444" total_charge=+1
Mo 0.99581 -1.71211 -0.64273
O -1.80416 -0.02982 -0.46132
As -1.92005 -1.37325 0.71324
O -2.56428 -2.62625 -0.32930
O -0.18448 -1.70575 0.72285
C -2.49919 -2.81315 -1.70413
C -3.55404 -3.46790 -2.31735
C -3.52770 -3.68607 -3.68418
C -2.45527 -3.24726 -4.44890
C -1.39163 -2.60274 -3.84650
C -1.40646 -2.39244 -2.47210
S -0.07423 0.51438 -2.15621
O 0.52605 0.27126 -3.44229
O -0.35262 1.88744 -1.78882
O 1.08011 0.00588 -1.04953
H -2.32857 0.75515 -0.25298
H -4.38198 -3.80468 -1.70947
H -4.35279 -4.20226 -4.15262
H -2.45205 -3.41499 -5.51573
H -0.53443 -2.25084 -4.40532
O 0.95457 -3.80776 -0.74423
Cl 2.11226 -3.88184 -1.79147
O 2.20457 -2.37887 -2.22016
O 2.32853 -1.76970 0.34496
O -0.36458 -1.79451 -1.84101
C 0.60684 1.79175 4.69703
Ge 0.64557 2.78013 2.99203
C 2.22393 3.93801 2.77442
C -1.07580 3.63579 2.54363
C 0.79618 1.32546 1.55649
Se 2.43961 0.37799 1.65485
C 3.48331 1.07241 0.18783
H 0.83201 2.44931 5.53453
H 1.34399 0.98936 4.68164
H -0.37824 1.35833 4.86280
H 2.16979 4.78893 3.45110
H 2.28225 4.32168 1.75701
H 3.13372 3.38027 2.99484
H -1.25057 4.49230 3.19191
H -1.89421 2.93045 2.68209
H -1.07412 3.98275 1.51184
H 0.63973 1.74150 0.56521
H -0.00072 0.62499 1.80266
H 4.45165 1.40254 0.55716
H 2.95725 1.89379 -0.29038
H 3.61444 0.25034 -0.51342

=====

46
Properties=species:S:1:pos:R:3 method="wB97M-V/def2-TZVPD" e_tot_ha=-1610.22670 max_force_ev_per_a=0.343 spin_multiplicity=1 homo_energy_ev=-16.25 homo_lumo_gap_ev=8.563 total_charge=+2
Au 0.37984 -0.47818 -1.34616
C -1.24155 -4.38372 -1.67166
C -0.94428 -2.94277 -1.49179
N 0.24717 -2.45280 -1.51772
O 1.33863 -3.14417 -1.75907
B 2.62003 -2.53285 -1.11772
F 3.58334 -3.43695 -1.22998
F 2.25169 -2.07732 0.13405
O 3.06536 -1.28131 -1.93067
N 2.31406 -0.22199 -1.72291
C 2.70728 0.99749 -1.86152
C 4.09846 1.36905 -2.21085
C 1.61904 2.01021 -1.64676
N 0.48778 1.49927 -1.29526
O -0.61396 2.22739 -1.15049
B -1.77934 1.61419 -0.38742
F -1.31020 1.27069 0.92257
F -2.75422 2.52590 -0.36880
O -2.35692 0.35627 -1.01121
N -1.57196 -0.71717 -1.09685
C -2.01821 -1.91403 -1.27641
C -3.45788 -2.25803 -1.30339
C 1.79883 3.46947 -1.83085
H -0.32143 -4.95065 -1.77672
H -1.85510 -4.52737 -2.56392
H -1.80707 -4.76002 -0.81763
H 4.74443 0.49707 -2.16484
H 4.46587 2.13903 -1.53139
H 4.12838 1.77590 -3.22510
H -4.06719 -1.39653 -1.04854
H -3.65970 -3.07830 -0.61306
H -3.72953 -2.60231 -2.30465
H 2.74985 3.69766 -2.30179
H 1.75176 3.97099 -0.86096
H 0.97988 3.86529 -2.43303
C -0.29999 1.00039 5.60412
C -0.88141 1.26707 4.28299
C -2.08858 2.09131 4.11077
O -0.27800 0.75904 3.28292
H 0.41607 1.81128 5.79654
H 0.25137 0.06252 5.61543
H -1.05316 1.04330 6.38745
H -0.68088 0.97158 2.40365
H -2.92716 1.53241 4.54174
H -2.30341 2.33447 3.07254
H -1.99799 2.99725 4.71436

=====

31
Properties=species:S:1:pos:R:3 method="wB97M-V/def2-TZVPD" e_tot_ha=-455.22196 max_force_ev_per_a=1.604 spin_multiplicity=1 homo_energy_ev=-8.16 homo_lumo_gap_ev=5.744 total_charge=0
C -2.72283 0.43833 0.47827
C -1.65623 -0.54154 0.14123
C -0.26397 -0.44482 0.36534
C 0.52468 -1.65316 0.37948
C -0.10717 -3.00707 0.29402
C 1.91529 -1.58027 0.41690
C 2.59265 -0.36798 0.51793
C 4.08040 -0.33548 0.53082
C 1.83630 0.79727 0.66521
C 0.44846 0.78289 0.61359
C -0.28806 2.05750 0.81030
H -3.70336 -0.10679 0.52881
H -2.55765 0.96563 1.43184
H -2.85547 1.18526 -0.31878
H -2.07662 -1.51092 -0.17399
H 0.73172 -3.70140 0.14892
H -0.63656 -3.29741 1.21573
H -0.79434 -3.10419 -0.55742
H 2.47673 -2.51818 0.34143
H 4.41033 0.69211 0.66961
H 4.50626 -0.96031 1.32336
H 4.49387 -0.70994 -0.40986
H 2.35111 1.73311 0.81851
H 0.44554 2.84459 0.99901
H -0.87686 2.34336 -0.07205
H -0.92901 2.02904 1.70444
H -1.85523 0.77379 -1.67619
B -2.26635 1.59765 -2.56460
H -1.42271 1.65627 -3.45134
H -3.32907 1.21849 -3.04315
H -2.47188 2.72415 -2.12738

=====

31
Properties=species:S:1:pos:R:3 method="wB97M-V/def2-TZVPD" e_tot_ha=-455.30663 max_force_ev_per_a=6.693 spin_multiplicity=1 homo_energy_ev=-9.24 homo_lumo_gap_ev=9.982 total_charge=0 smiles=CB1[C@@H]2C[C@H]3C[C@@](C)(C[C@@H]2C)[C@@H]13
C 1.63838 2.27835 0.65084
B 1.13575 0.85662 0.29575
C 0.77723 -0.23494 1.43845
C 1.43690 -1.41349 0.66607
C 1.37182 -1.28316 -0.87739
C -0.02390 -1.78318 -1.33921
C -0.56021 -0.34423 -1.27543
C -1.31944 0.08317 -2.49135
C -1.37887 -0.10553 -0.05338
C -0.80422 -0.22223 1.36097
C -1.43063 0.77018 2.21383
C 0.94298 0.22388 -1.19328
H 2.54624 2.27692 1.14519
H 1.09916 2.72953 1.43796
H 1.55285 3.00468 -0.16924
H 1.09793 -0.23674 2.39784
H 2.43864 -1.26042 1.14959
H 1.03268 -2.30612 1.05991
H 2.31911 -1.59138 -1.44369
H -0.13409 -2.33988 -2.22864
H -0.57445 -2.45198 -0.54479
H -0.92451 -0.44817 -3.42189
H -1.33494 1.16349 -2.64109
H -2.35697 -0.19589 -2.31850
H -2.21934 -0.76844 -0.18531
H -1.82838 0.87712 -0.29716
H -1.15133 -1.21654 1.67904
H -1.04458 1.74241 1.82372
H -1.07854 0.79697 3.25902
H -2.46766 0.75858 2.05673
H 1.24239 0.64043 -2.15455

=====

Repeat the second record exactly.
30
Properties=species:S:1:pos:R:3 method="wB97M-V/def2-TZVPD" e_tot_ha=-505.09536 max_force_ev_per_a=3.917 spin_multiplicity=1 homo_energy_ev=-8.16 homo_lumo_gap_ev=9.037 total_charge=0 smiles=CCc1ccc(O)cc1.CCC
C 1.44539 -1.43247 1.58196
C 0.58781 -0.93593 0.36025
C -0.90635 -1.16973 0.53569
C -1.42153 -2.44081 0.36245
C -2.63173 -2.74624 0.96447
C -3.33600 -1.77153 1.63472
O -4.49591 -2.09746 2.27514
C -2.95444 -0.33623 1.69486
C -1.75702 -0.08743 1.00096
H 0.87908 -2.32248 1.91824
H 1.35191 -0.78136 2.49350
H 2.49085 -1.60103 1.13222
H 0.70891 0.16020 0.19048
H 1.05516 -1.33141 -0.52529
H -0.66421 -3.18507 0.12624
H -2.98617 -3.82285 0.80564
H -4.50660 -3.08949 2.22841
H -3.70028 0.31787 2.25467
H -1.56284 0.97093 0.70461
C 2.12958 2.58671 -3.27671
C 1.76424 1.91291 -1.97457
C 2.07184 2.91107 -0.76704
H 1.47675 3.49843 -3.46387
H 3.13575 2.86408 -3.46949
H 2.05392 1.85485 -4.03543
H 0.78271 1.46334 -1.76166
H 2.43493 0.98968 -1.78578
H 1.51941 3.84195 -0.71464
H 1.88577 2.45532 0.24333
H 3.14911 3.32417 -0.73336